<1>
Molecular formula: C4H9N3O2
Method: DFT, ωB97M-V/def2-TZVPD

```
18
Properties=species:S:1:pos:R:3:lowdin_charge:R:1
C -0.132 -1.739 -1.311 -0.03
C -1.465 0.175 1.469 -0.01
N 0.160 -0.764 -0.278 -0.03
N 0.637 1.299 0.462 0.01
C 1.354 -0.316 -0.018 -0.31
C -0.857 0.473 0.116 -0.56
O 0.795 2.266 -0.550 -0.04
N 2.548 -0.631 0.015 0.17
O -1.534 0.919 -0.824 -0.01
H -0.016 2.102 -1.096 0.09
H 0.798 1.739 1.366 0.14
H 3.241 0.108 -0.014 0.07
H -1.082 -1.466 -1.777 0.09
H -0.196 -2.734 -0.862 0.08
H 0.641 -1.760 -2.080 0.09
H -0.737 -0.230 2.174 0.08
H -1.880 1.102 1.871 0.09
H -2.276 -0.543 1.339 0.09
```

Output
HOMO   -0.342 Ha
SMILES   [H]/N=C1/N(C)[C@](C)([O-])[N@@H+]1O
Charge   0

<2>
Molecular formula: C4H9N3O2
Method: DFT, ωB97M-V/def2-TZVPD

```
18
Properties=species:S:1:pos:R:3:lowdin_charge:R:1
C 0.704 0.177 -1.348 -0.05
C -1.873 0.627 0.875 -0.13
N 1.252 -0.598 0.821 -0.05
N -0.793 1.206 0.090 -0.09
C 0.689 1.400 -0.486 -0.38
C 0.284 -0.783 -0.224 -0.41
O 2.070 -1.722 0.971 -0.05
N -0.136 -2.009 -0.432 0.15
O 1.456 2.264 -0.183 0.14
H 1.491 -2.430 0.584 0.08
H 1.389 0.106 1.542 0.15
H -1.160 2.129 -0.156 0.10
H -0.516 -2.123 -1.371 0.06
H 1.709 -0.016 -1.729 0.13
H -0.046 0.223 -2.142 0.12
H -2.390 -0.139 0.291 0.07
H -2.638 1.386 1.050 0.08
H -1.492 0.303 1.846 0.08
```

Output
HOMO (alpha / beta)   -0.316 / -0.316 Ha
SMILES   [H]/N=C(\CC(=O)NC)NO
Charge   0

<3>
Molecular formula: C4H9N3O2
Method: DFT, ωB97M-V/def2-TZVPD

```
18
Properties=species:S:1:pos:R:3:lowdin_charge:R:1
C -0.656 -1.770 -0.343 -0.10
C -0.643 -0.882 0.907 -0.15
C 0.739 0.120 -0.670 -0.25
C 0.694 1.047 1.575 -0.08
N 0.322 -1.058 -1.300 0.01
N 0.572 -0.086 0.712 -0.17
N -0.187 1.426 -1.366 -0.32
O -0.006 2.591 -1.114 0.04
O -0.981 1.080 -2.217 0.02
H -0.263 -2.786 -0.181 0.12
H -1.554 -1.714 -0.857 0.08
H -1.620 -0.306 0.836 0.14
H -0.559 -1.349 1.875 0.11
H 1.744 0.295 -1.007 0.15
H 0.479 0.749 2.639 0.11
H 1.765 1.350 1.560 0.10
H 0.138 1.919 1.128 0.09
H 0.018 -0.628 -2.178 0.10
```

Output
HOMO   -0.341 Ha
SMILES   CN1CCN[C@H]1[N+](=O)[O-]
Charge   0

<4>
Molecular formula: C4H9N3O2
Method: DFT, ωB97M-V/def2-TZVPD

```
18
Properties=species:S:1:pos:R:3:lowdin_charge:R:1
C -0.626 -0.620 0.288 -0.45
C -2.140 -0.582 -0.005 -0.01
C 1.354 1.948 0.605 -0.08
C 0.170 1.565 -0.305 -0.30
N 1.377 -2.955 -1.011 -0.11
N 0.157 0.175 -0.544 0.09
N 1.066 -2.126 -0.192 0.04
O 2.393 -3.416 -1.438 0.06
O -0.260 -1.992 0.110 -0.09
H -0.485 -0.377 1.364 0.16
H -2.520 0.417 0.184 0.07
H -2.645 -1.296 0.638 0.08
H -2.304 -0.843 -1.046 0.09
H 1.211 1.528 1.598 0.07
H 2.275 1.552 0.187 0.07
H 1.424 3.030 0.682 0.07
H -0.759 1.935 0.158 0.11
H 0.312 2.056 -1.273 0.11
```

Output
HOMO (alpha / beta)   -0.345 / -0.336 Ha
Charge   0

Stability, highest: <1>

<1>
Molecular formula: C4H9N3O2
Method: DFT, ωB97M-V/def2-TZVPD

```
18
Properties=species:S:1:pos:R:3:lowdin_charge:R:1
C 2.107 -0.718 -1.175 -0.03
C -1.670 -0.540 -0.755 0.00
N 0.759 -0.593 -0.670 -0.19
C -0.522 1.539 1.980 -0.29
C -0.347 -0.785 -1.445 -0.50
N -0.722 0.393 2.449 0.12
O 0.669 -0.020 0.574 -0.18
N -0.632 2.616 1.457 0.22
O -0.259 -1.149 -2.609 0.03
H -0.003 -0.357 1.537 0.13
H -0.783 0.236 3.443 0.11
H 0.063 3.070 0.889 0.10
H 2.616 0.248 -1.147 0.09
H 2.051 -1.062 -2.205 0.08
H 2.663 -1.432 -0.564 0.09
H -1.800 -1.225 0.084 0.08
H -2.466 -0.698 -1.478 0.08
H -1.725 0.476 -0.363 0.07
```

Output
HOMO   -0.297 Ha
Charge   0

<2>
Molecular formula: C4H9N3O2
Method: DFT, ωB97M-V/def2-TZVPD

```
18
Properties=species:S:1:pos:R:3:lowdin_charge:R:1
C 1.249 0.704 1.075 0.06
C -0.578 -1.970 0.595 -0.01
N -0.056 0.687 0.364 -0.12
C 1.224 0.510 -0.398 -0.61
C -0.580 -0.830 -0.379 -0.43
N -0.915 1.813 0.342 0.10
O 1.696 1.516 -1.194 0.10
N -1.451 -0.525 -1.245 0.10
O 1.065 -0.715 -0.917 -0.01
H 1.449 1.273 -2.100 0.13
H -0.447 2.523 -0.227 0.09
H -1.690 1.472 -0.238 0.07
H -2.185 -1.217 -1.339 0.06
H 1.455 -0.128 1.738 0.11
H 1.506 1.689 1.448 0.13
H 0.232 -1.903 1.317 0.07
H -0.443 -2.896 0.034 0.09
H -1.531 -2.003 1.124 0.09
```

Output
HOMO   -0.326 Ha
Charge   0

Stability, highest: <1>

<1>
Molecular formula: C4H14NOS
Method: DFT, ωB97M-V/def2-TZVPD

```
21
Properties=species:S:1:pos:R:3:lowdin_charge:R:1
C -0.566 -1.096 -0.098 -0.18
C -1.606 -0.471 -0.986 -0.21
C -1.986 0.971 -0.432 -0.43
S -0.568 2.095 -0.270 0.88
C -0.285 2.232 1.513 -0.35
N 0.872 -0.610 -0.387 0.10
H -0.575 -2.182 -0.036 0.13
H -0.683 -0.795 0.975 0.13
H -1.326 -0.295 -2.047 0.13
H -2.474 -1.150 -1.069 0.13
H -2.720 1.412 -1.127 0.09
H -2.375 0.905 0.582 0.07
H -0.422 3.265 1.820 0.05
H -1.100 1.683 1.971 0.03
H 0.656 1.779 1.825 0.04
H 1.530 -0.928 0.345 0.13
H 0.646 0.541 -0.485 0.08
H 1.188 -1.138 -1.202 0.14
H 3.835 -1.844 -1.070 0.05
H 4.361 -2.181 0.383 0.05
O 3.598 -2.192 -0.203 -0.05
```

Output
HOMO   -0.486 Ha
Charge   +1

<2>
Molecular formula: C4H14NOS
Method: DFT, ωB97M-V/def2-TZVPD

```
21
Properties=species:S:1:pos:R:3:lowdin_charge:R:1
C -1.392 -0.006 -1.359 -0.08
C -0.097 -0.869 -1.462 -0.20
C 1.139 0.143 -1.385 -0.54
S 1.679 0.536 0.232 0.83
C 1.929 -1.275 0.784 -0.26
N -1.410 1.050 -0.160 0.17
H -2.103 -0.745 -1.058 0.11
H -1.577 0.483 -2.289 0.12
H -0.146 -1.660 -0.733 0.08
H -0.185 -1.454 -2.341 0.11
H 2.088 -0.365 -1.857 0.11
H 0.882 1.033 -1.970 0.08
H 2.769 -1.541 0.102 0.06
H 2.246 -1.039 1.753 0.00
H 1.120 -1.926 0.748 0.01
H -1.640 2.032 -0.305 0.16
H -0.462 1.204 0.097 0.00
H -1.790 0.631 0.778 0.15
H -2.633 -0.937 2.300 0.05
H -2.631 0.098 3.547 0.21
O -2.800 0.037 2.396 -0.17
```

Output
HOMO   -0.462 Ha
Charge   +1

Stability, highest: <1>

<1>
Molecular formula: C4H8Cl2S
Method: DFT, ωB97M-V/def2-TZVPD

```
15
Properties=species:S:1:pos:R:3:lowdin_charge:R:1
C 0.793 1.275 -0.236 -0.09
C -0.904 0.105 1.193 -0.06
C 0.923 -1.206 -0.176 -1.16
C 0.077 0.028 -0.024 -0.45
S -1.752 -0.549 -2.063 0.30
Cl 1.691 -1.343 -1.758 0.58
Cl 0.092 -2.717 0.044 0.60
H 1.736 1.284 -0.665 0.06
H 0.862 1.875 0.682 0.11
H 0.027 1.729 -0.858 0.10
H -1.526 -0.740 1.286 0.06
H -0.278 0.143 2.045 0.08
H -1.309 1.044 1.089 0.05
H 1.809 -1.261 0.568 0.11
H -2.241 0.335 -1.126 -0.28
```

Output
HOMO (alpha / beta)   -0.315 / -0.315 Ha
Charge   0

<2>
Molecular formula: C4H8Cl2S
Method: DFT, ωB97M-V/def2-TZVPD

```
15
Properties=species:S:1:pos:R:3:lowdin_charge:R:1
C 0.734 0.974 0.686 -0.11
C -1.048 -0.674 -0.152 -0.14
C 1.473 -1.049 -0.509 -1.13
C 0.346 -0.075 -0.308 -0.62
S 0.087 0.979 -2.450 0.46
Cl 2.927 -0.474 -1.259 0.62
Cl 0.961 -2.578 -1.316 0.60
H 0.044 1.806 0.733 0.08
H 1.789 1.348 0.599 0.09
H 0.611 0.503 1.722 0.12
H -1.153 -1.529 -0.874 0.04
H -1.080 -0.905 0.903 0.09
H -1.786 -0.047 -0.692 0.07
H 1.840 -1.150 0.513 0.07
H 0.489 0.004 -3.306 -0.23
```

Output
HOMO   -0.325 Ha
Charge   0

Stability, highest: <2>

<1>
Molecular formula: C10H17P
Method: DFT, ωB97M-V/def2-TZVPD

```
28
Properties=species:S:1:pos:R:3:lowdin_charge:R:1
C -1.144 -1.420 0.493 -0.13
C -0.015 -1.109 -0.141 -0.29
C -2.180 -0.503 0.706 -0.51
C 0.205 0.302 -0.463 -0.12
C -1.800 0.847 0.332 -0.31
C 0.933 -2.266 -0.474 -0.05
C 4.053 1.102 0.102 -0.12
C -4.651 1.000 0.060 -0.33
C 1.420 0.822 0.187 -0.22
C 2.765 0.425 -0.557 -0.23
P -3.111 0.277 -0.763 0.95
H -1.422 -2.481 0.640 0.13
H -2.975 -0.772 1.347 0.08
H -0.093 0.845 -1.449 0.14
H -1.880 1.613 1.112 0.08
H 0.391 -3.087 -0.730 0.03
H 1.455 -2.706 0.369 0.08
H 1.529 -2.011 -1.405 0.10
H 4.912 0.537 -0.266 0.06
H 3.942 0.892 1.155 0.06
H 4.201 2.187 -0.112 0.08
H -4.591 1.412 1.088 0.04
H -5.276 0.095 0.362 0.04
H -5.208 1.475 -0.689 -0.02
H 1.365 1.880 0.043 0.10
H 1.396 0.488 1.245 0.13
H 3.150 -0.663 -0.573 0.11
H 2.630 0.818 -1.619 0.12
```

Output
HOMO   -0.287 Ha
Charge   0

<2>
Molecular formula: C10H17P
Method: DFT, ωB97M-V/def2-TZVPD

```
28
Properties=species:S:1:pos:R:3:lowdin_charge:R:1
C -0.513 0.245 0.056 -0.42
C 3.457 -0.826 0.593 -0.13
C 2.670 0.259 1.345 -0.19
C 2.280 0.134 -1.262 -0.21
C 3.187 -0.929 -0.711 -0.15
C 2.107 1.013 0.053 -0.50
C -2.338 -0.543 -1.476 -0.04
C -2.805 1.347 0.250 -0.11
C -2.514 -0.990 1.089 -0.03
C -2.019 0.077 -0.032 -0.59
P 0.318 1.654 0.120 0.99
H 4.286 -1.365 1.071 0.10
H 0.084 -0.749 0.242 0.12
H 2.006 -0.323 1.964 0.08
H 3.240 1.013 2.033 0.13
H 2.869 0.611 -2.084 0.12
H 1.455 -0.463 -1.671 0.09
H 3.739 -1.658 -1.329 0.11
H 2.724 1.943 0.078 0.09
H -2.167 -1.543 -1.354 0.03
H -3.415 -0.481 -1.674 0.08
H -1.895 -0.142 -2.371 0.07
H -2.808 1.909 -0.632 0.06
H -2.233 2.060 0.901 0.06
H -3.778 1.213 0.634 0.07
H -3.521 -1.257 0.966 0.06
H -2.556 -0.378 1.905 0.03
H -1.862 -1.830 1.296 0.08
```

Output
HOMO   -0.322 Ha
SMILES   CC(C)(C)/C=P/C1CC=CC1
Charge   0

Stability, highest: <2>